Entry 1:
Computed, not measured: a molecular structure, C37H29N6O6PSTi in a non-equilibrium geometry, with wB97M-V/def2-TZVPD.

Geometry as XYZ:
```
81
Properties=species:S:1:pos:R:3:mulliken_charge:R:1
C 1.48 3.76 -0.16 -0.128
C -4.00 -0.41 2.58 -0.670
H -2.36 2.37 -4.22 0.471
O 1.66 -5.48 -2.96 -0.541
C -1.03 -2.33 3.45 -0.749
C 3.80 -1.13 -2.85 -0.464
H -0.86 2.65 -2.33 0.572
O 3.79 -5.96 -3.29 -0.583
H 4.64 0.97 2.93 0.259
N 5.96 -1.47 -3.73 0.975
P -1.46 -0.72 1.23 2.238
C -3.03 -2.35 -0.34 -0.153
C 0.34 -4.31 2.00 -0.988
H 0.33 6.11 0.58 0.423
N 2.87 -5.16 -3.01 0.921
H 3.27 4.34 -1.21 0.474
C -3.11 0.45 -3.53 -0.569
C -2.64 0.07 2.33 0.205
C 4.70 -2.07 -3.30 -0.087
H -0.31 -3.28 0.27 0.426
C -0.46 -3.45 4.06 -0.689
H -3.77 0.24 -4.36 0.441
C -2.20 -0.27 -1.40 -0.230
C -2.17 1.20 3.07 -0.274
H 0.96 -5.09 1.50 0.371
C -2.29 -1.15 -0.31 -0.265
C -0.94 -2.24 2.06 0.264
H -4.39 -1.28 2.08 0.421
C -3.05 1.87 3.92 -0.595
C -0.32 5.24 0.70 -0.691
H 5.25 1.72 1.48 0.181
H -2.93 -3.10 0.49 0.407
C -3.65 -2.69 -1.58 -0.969
C -4.84 0.31 3.42 -0.565
N 3.13 2.21 0.29 -0.420
C 0.24 -4.40 3.36 -0.517
N 1.81 2.48 -0.05 0.451
C -2.31 1.60 -3.49 -1.270
C -4.37 1.48 4.08 -0.652
C 4.50 -3.44 -3.29 -0.448
H 1.45 -3.40 -1.71 0.382
C 2.41 4.83 -0.67 -1.925
C 0.12 3.99 0.29 0.806
S 1.88 0.50 1.87 -0.268
C -0.30 -3.25 1.35 -0.177
H 1.89 5.49 -1.40 0.431
H -1.15 1.50 2.94 0.457
N -0.63 2.85 0.40 0.846
H 3.97 2.69 -0.08 0.274
H -2.73 2.78 4.37 0.508
H -5.07 2.04 4.71 0.385
C 1.65 -0.71 -1.48 1.335
H -5.80 -0.11 3.59 0.472
H -2.66 2.16 0.67 0.586
C -1.95 3.03 0.71 -0.491
H 4.07 -0.07 -2.69 0.499
C 3.26 -3.81 -2.86 -0.002
H -3.44 4.28 1.54 0.574
H -4.12 -3.67 -1.70 0.459
O 0.82 -1.11 -0.60 -0.278
Ti 0.37 0.93 -0.28 -0.135
C 2.31 -2.94 -2.26 -0.399
H -4.36 -1.98 -3.41 0.512
O 6.15 -0.29 -3.38 -0.580
O 1.72 0.56 -1.69 -0.649
C -1.64 5.39 1.13 -0.723
N 4.47 1.45 2.03 -0.415
C -3.79 -1.75 -2.59 -1.084
C -2.44 4.26 1.19 -1.031
H -0.54 -3.52 5.12 0.424
H -2.03 6.39 1.39 0.431
O 6.69 -2.18 -4.43 -0.553
C 3.24 1.46 1.46 0.387
H -1.62 -1.61 4.00 0.410
C -1.25 0.79 -1.43 1.246
C 2.55 -1.60 -2.26 -0.170
H 0.66 -5.21 3.98 0.374
H 2.88 5.48 0.16 0.321
C -3.08 -0.47 -2.49 1.050
H 5.23 -4.23 -3.57 0.541
C -1.45 1.79 -2.39 -0.811
```

- net charge = +1
- LUMO level (spin up / spin down) (eV) = -3.716 / -3.860
- HOMO energy (spin up / spin down) (eV) = -9.584 / -10.091
- gap between HOMO and LUMO (spin up / spin down) (eV) = 5.87 / 6.23
- spin multiplicity = 2

---

Entry 2:
Computed, not measured: 2 unconnected molecules or ions with the total composition CH5IOSi in a non-equilibrium geometry, with wB97M-V/def2-TZVPD.

Geometry as XYZ:
```
9
Properties=species:S:1:pos:R:3:mulliken_charge:R:1
Si -0.28 0.18 -0.97 0.527
H 2.12 0.04 -0.49 0.311
H 0.05 1.29 -1.86 -0.063
H 1.36 -1.27 0.60 0.271
C 1.33 -0.67 -0.50 -0.944
H 1.60 -1.43 -1.22 0.328
O -1.57 0.09 -0.26 -0.431
H -2.19 0.62 1.60 0.167
I -2.43 1.16 3.10 -0.166
```

- structure (SMILES) = C[SiH]=O.I
- LUMO level (eV) = -0.413
- HOMO energy (eV) = -9.389
- gap between HOMO and LUMO (eV) = 8.98

---

Entry 3:
Computed, not measured: C20H29NO3 in the gas phase in a non-equilibrium geometry, with wB97M-V/def2-TZVPD.

Geometry as XYZ:
```
53
Properties=species:S:1:pos:R:3:mulliken_charge:R:1
H -3.97 2.50 -1.26 0.234
H -4.65 0.08 -2.62 0.346
C -0.54 2.12 -0.43 -0.636
H -10.04 -2.48 1.59 0.277
H 4.87 0.83 1.52 0.212
O 10.06 -2.52 -0.05 -0.248
C -3.92 0.28 -0.45 -0.631
C -6.46 0.04 -1.22 -0.580
C 6.07 -1.54 0.07 -0.378
C 5.27 -0.23 -0.56 -0.272
H 3.16 1.64 -1.03 0.282
H 3.26 2.39 0.74 0.282
H -0.38 1.22 -1.17 0.306
H 6.01 0.63 -0.90 0.147
C -8.99 -2.05 1.28 -0.461
H -2.65 1.34 -2.05 0.375
C 7.70 -1.46 -0.08 0.404
H -0.39 3.15 -1.01 0.241
N -7.10 -0.75 -0.10 0.208
C 8.61 -2.83 0.21 0.279
H -6.43 1.18 -0.89 0.221
H -9.39 -0.90 -0.89 0.265
H 3.70 -0.60 1.09 0.336
H 5.85 -1.52 1.25 0.275
H -7.39 -2.73 3.12 0.284
H -2.41 3.26 0.41 0.276
C 0.52 1.97 0.83 -0.511
H 1.10 2.98 1.00 0.301
H 4.62 -0.57 -1.50 0.259
H -4.58 0.61 0.48 0.297
H 8.29 0.78 -0.67 0.298
C -7.57 -2.17 2.11 -0.429
C 10.08 -1.05 -0.32 0.398
H 1.77 0.25 1.67 0.288
H 5.60 -2.56 -0.31 0.368
C -8.57 -1.16 -0.06 -0.277
O 11.21 -0.34 -0.44 -0.512
C 1.65 0.78 0.61 -0.591
C 8.60 -0.32 -0.42 -0.392
H 1.27 -0.05 -0.15 0.222
C -6.47 -1.33 1.18 -0.176
H -7.10 0.00 -2.22 0.321
C 3.12 1.39 0.11 -0.449
C -2.12 2.15 0.11 -0.664
H -4.79 -1.58 -1.62 0.288
H -5.33 -1.22 1.51 0.196
O 8.13 -4.01 0.66 -0.508
C -4.92 -0.40 -1.58 -0.464
H -0.12 1.80 1.83 0.359
C 4.27 0.33 0.63 -0.745
H -2.27 1.49 1.08 0.364
H -3.10 -0.46 -0.06 0.344
C -3.18 1.64 -1.05 -0.626
```

- structure (SMILES) = O=C1C=C(CCCCCCCCCCCCn2cccc2)C(=O)O1
- LUMO level (eV) = -1.537
- HOMO energy (eV) = -7.626
- gap between HOMO and LUMO (eV) = 6.09

---

Entry 4:
Computed, not measured: C4H6O in the gas phase in a non-equilibrium geometry, with wB97M-V/def2-TZVPD.

Geometry as XYZ:
```
11
Properties=species:S:1:pos:R:3:mulliken_charge:R:1
H 2.65 0.63 -0.63 0.253
H 2.92 -0.85 0.27 0.279
C 2.18 -0.05 0.20 -0.653
C -2.60 -0.21 0.14 0.218
H 2.22 0.40 1.23 0.289
H 0.20 1.24 -0.94 0.289
H -3.56 -0.58 0.32 0.418
C -0.02 0.56 -0.11 -0.396
H 0.22 1.09 0.86 0.225
O 0.84 -0.58 -0.26 -0.326
C -1.46 0.14 -0.06 -0.596
```

- structure (SMILES) = C#CCOC
- LUMO level (eV) = 0.991
- HOMO energy (eV) = -10.005
- gap between HOMO and LUMO (eV) = 11.00

---

Entry 5:
Computed, not measured: 2 unconnected molecules or ions with the total composition C7H18 in a non-equilibrium geometry, with wB97M-V/def2-TZVPD.

Geometry as XYZ:
```
25
Properties=species:S:1:pos:R:3:mulliken_charge:R:1
H 2.17 -1.94 1.79 0.400
H 2.25 0.97 -1.04 0.764
H -2.14 2.37 1.23 0.386
H -2.88 0.11 1.15 0.415
H -2.08 1.23 -1.61 0.598
H -2.86 -0.76 -0.46 0.543
H 3.39 0.24 0.13 0.363
C 1.55 -1.09 1.51 -3.076
H 0.24 -2.47 -0.72 0.491
C 1.49 -0.81 0.00 5.897
H -3.97 0.58 -0.06 0.462
H 0.57 -1.24 1.96 0.660
C 1.26 -2.09 -0.80 -2.954
H -1.04 0.57 -0.45 -0.397
H 1.46 -1.89 -1.86 0.248
H 0.57 -0.24 -0.11 -1.462
H -2.14 3.41 -0.34 0.412
H 1.90 -0.15 1.98 0.355
C -2.95 0.19 0.06 -1.997
H 1.93 -2.91 -0.53 0.586
H -0.76 2.64 0.49 0.509
H 3.16 -0.46 -1.40 0.329
C -1.82 2.53 0.20 -1.765
C -1.94 1.19 -0.53 0.471
C 2.60 0.04 -0.60 -3.238
```

- net charge = -1
- LUMO level (spin up / spin down) (eV) = 3.931 / 3.834
- HOMO energy (spin up / spin down) (eV) = 1.328 / -7.272
- gap between HOMO and LUMO (spin up / spin down) (eV) = 2.60 / 11.11
- spin multiplicity = 2

---

Entry 6:
Computed, not measured: 2 unconnected molecules or ions with the total composition C7H15NO in a non-equilibrium geometry, with wB97M-V/def2-TZVPD.

Geometry as XYZ:
```
24
Properties=species:S:1:pos:R:3:mulliken_charge:R:1
C -1.99 -0.08 -1.07 -1.330
C -0.74 -1.84 0.25 -1.382
H 3.28 0.16 0.30 0.341
C -1.49 0.28 1.35 -1.739
H -1.52 -2.60 0.12 0.425
H -2.49 0.88 -1.00 0.338
H 1.27 1.66 1.61 0.326
H 0.22 2.15 -1.09 0.448
H -1.23 -0.03 -1.85 0.229
H 2.05 -0.51 -2.21 0.338
N 0.69 2.15 0.94 -0.688
C 2.30 -0.31 0.22 -1.657
H 2.41 -1.33 -0.15 0.503
C 0.84 1.67 -0.35 -0.398
H -2.24 1.06 1.39 0.472
O 1.33 0.10 -2.01 -0.519
H -0.22 -2.04 1.18 0.309
H 1.88 -0.37 1.22 0.318
C -1.36 -0.48 0.23 1.639
H -0.36 1.91 1.26 0.330
H -1.23 -0.14 2.31 0.314
H -0.07 -1.97 -0.59 0.248
C 1.40 0.49 -0.68 0.718
H -2.73 -0.82 -1.37 0.416
```

- structure (SMILES) = C/C(O)=C\N.C=C(C)C
- LUMO level (eV) = 0.745
- HOMO energy (eV) = -7.679
- gap between HOMO and LUMO (eV) = 8.42

---

Entry 7:
Computed, not measured: a molecular structure, C7H6BaN2O4 in a non-equilibrium geometry, with wB97M-V/def2-TZVPD.

Geometry as XYZ:
```
20
Properties=species:S:1:pos:R:3:mulliken_charge:R:1
H -4.08 1.20 -0.59 0.375
O 0.45 -4.17 -0.98 0.006
C -1.91 0.65 -0.88 -0.267
H -1.67 0.76 -1.94 0.308
C 1.27 -0.89 2.75 0.010
Ba 1.55 -0.39 -0.17 1.838
C -3.10 0.87 -0.23 -0.569
N -0.95 0.24 0.06 0.196
C 0.76 0.36 -2.98 0.052
C 1.93 2.48 0.37 -0.034
C 0.39 -3.06 -0.70 -0.032
O 2.56 3.43 0.50 0.005
H -3.55 0.65 1.90 0.275
O 1.13 0.46 -4.06 -0.045
O 1.80 -1.23 3.72 -0.025
H 4.49 -1.13 -0.30 -0.019
H -1.10 -0.06 2.19 0.207
C -1.57 0.22 1.25 -0.316
H 4.44 -0.97 -1.05 0.068
N -2.87 0.59 1.13 -0.034
```

- net charge = +2
- LUMO level (eV) = -7.914
- HOMO energy (eV) = -16.043
- gap between HOMO and LUMO (eV) = 8.13

---

Entry 8:
Computed, not measured: a molecular structure, C36H38BrIKN7O3S2, with wB97M-V/def2-TZVPD.

Geometry as XYZ:
```
89
Properties=species:S:1:pos:R:3:mulliken_charge:R:1
C 0.89 -5.00 -1.02 -0.748
C -0.37 5.43 1.76 -0.715
N 0.19 -2.02 -4.54 0.179
N -0.05 -3.03 -0.03 -0.051
C -1.58 5.26 1.10 -0.439
H -1.44 -1.33 3.50 0.385
C 0.72 4.62 1.44 -0.448
C -1.53 -0.25 3.52 -0.978
O -3.27 0.32 0.15 -0.528
H 2.23 -1.69 -4.94 0.429
S -3.19 -0.56 1.32 0.816
C -0.35 -5.52 -1.24 -0.783
H 3.16 0.43 6.68 0.409
H -4.88 -4.86 -0.88 0.397
C -0.66 -2.98 -3.86 -0.888
C -0.99 1.90 4.47 0.859
N -0.81 2.51 -1.18 -0.184
C -0.02 -0.70 -4.22 0.204
C -0.26 2.74 5.50 -1.479
C -2.81 -5.27 -1.10 -1.018
H -0.48 -6.49 -1.72 0.406
C -2.44 -2.82 0.32 -0.439
C -1.76 2.51 3.49 -0.632
H 2.81 2.53 2.24 0.409
H -3.53 1.60 -2.54 0.320
C -1.50 -4.80 -0.85 1.450
C -0.89 0.52 4.48 -0.413
H 5.15 -1.73 -1.81 0.364
H 1.53 -3.11 -5.75 0.294
C 1.01 0.07 -6.33 -1.201
H 2.09 0.15 -6.48 0.320
H -1.69 -2.63 -3.86 0.312
C -2.30 0.38 2.54 0.423
C -3.87 -4.52 -0.69 -0.930
H -1.95 1.09 -2.95 0.218
C 2.89 2.08 3.21 -0.298
C 3.31 2.83 4.30 -0.889
C 0.63 3.64 0.47 -0.474
C 0.61 1.61 -4.46 -1.010
C 2.57 0.73 3.37 0.219
C -2.41 1.76 2.53 -0.676
H -3.01 2.23 1.76 0.461
H -2.43 5.88 1.35 0.398
H 0.57 1.63 -3.37 0.153
C -0.58 3.46 -0.19 -0.472
H -4.57 -2.78 0.38 0.535
H -1.84 3.59 3.47 0.490
C -1.67 4.27 0.13 0.732
H 3.56 3.87 4.17 0.377
H 4.92 -0.48 -0.57 0.317
O -0.80 -0.38 -3.31 -0.482
H 1.47 3.01 0.22 0.602
I 1.98 -0.34 1.68 0.368
C 2.67 0.15 4.62 -0.002
C 4.48 -1.35 -1.04 -1.152
C 0.98 -3.73 -0.43 -0.162
C -2.04 2.59 -1.60 0.243
H -0.92 3.51 5.90 0.445
H 0.67 -0.90 -6.69 0.369
H 1.52 2.12 -4.79 0.464
N 2.19 -0.70 -2.10 -0.101
H -0.61 -3.93 -4.39 0.381
N -2.55 1.83 -2.59 -0.248
H 0.60 3.23 5.05 0.158
H 1.96 -3.27 -0.29 0.165
H -2.95 -6.21 -1.62 0.393
N -2.15 -1.72 1.09 -0.175
C -3.70 -3.31 0.02 -0.606
H -0.25 2.15 -4.85 0.339
H 1.79 -5.54 -1.30 0.427
C 3.09 0.90 5.71 -0.436
C 1.53 -2.51 -4.83 -1.182
H -0.27 6.20 2.51 0.413
O -4.47 -0.93 1.88 -0.740
H 0.10 2.12 6.32 0.376
H -0.35 -3.14 -2.82 0.263
C -1.30 -3.56 -0.19 0.584
H 0.53 0.84 -6.93 0.397
H 3.74 2.81 6.41 0.384
S -3.04 3.82 -0.84 -0.309
N 0.66 0.24 -4.93 0.367
Br 2.26 -1.67 4.92 -0.118
C 3.20 -0.98 -1.64 0.342
H -0.30 0.02 5.24 0.479
C 3.41 2.24 5.55 -0.503
H 4.33 -2.12 -0.29 0.290
H 1.66 4.77 1.97 0.423
K -0.71 -0.27 -0.69 1.080
H 1.87 -3.14 -4.01 0.280
```

- LUMO level (eV) = -0.017
- HOMO energy (eV) = -6.813
- gap between HOMO and LUMO (eV) = 6.80

---

Respective relative energy (zero: lowest compared OMol25 entry of this formula, charge and spin) values: 0.0; 63.0; 398.4; 56.4; 14.5; 59.1; 1.8; 6.8 kcal per mole.
Respective E_tot values: -3795.97681; -703.50152; -1059.38814; -231.13382; -277.41881; -405.64312; -705.73354; -6271.78705 hartree.